1.
Entry from OMol25: a cluster of 2 separate species, C3H9NO2 in total in a non-equilibrium geometry (ωB97M-V/def2-TZVPD).

## Properties
highest occupied orbital energy: -9.96 eV
SMILES: CC(N)=O.CO

Cartesian coordinates (Å):
O1 -0.03346 -3.56304 -0.20765
O2 1.37210 0.53660 -0.55408
N1 -0.38419 1.72286 -1.23488
C1 -0.38885 -2.18155 -0.01227
C2 0.17417 1.79206 1.13054
C3 0.46965 1.29709 -0.26155
H1 0.91659 1.33978 1.77971
H2 -0.05244 1.52823 -2.16646
H3 0.51863 2.83465 1.19077
H4 0.88044 -3.70210 0.06334
H5 -0.97293 -1.94477 -0.91223
H6 -1.09975 -2.11560 0.81622
H7 -1.05645 2.46142 -1.10200
H8 -0.82163 1.53809 1.49350
H9 0.47812 -1.54372 -0.02298

Forces on the atoms, in the same order (eV/Å):
0.307 0.053 0.251
0.246 0.150 0.360
0.021 0.157 -0.200
-0.888 -1.197 -1.282
1.469 -0.062 0.266
-0.472 -0.201 -0.328
-0.124 -0.553 0.141
-0.268 0.044 -0.077
-1.009 0.099 -0.079
-0.214 0.098 0.018
0.102 0.281 0.175
0.535 0.356 0.305
0.172 -0.100 0.074
0.002 0.537 -0.164
0.121 0.337 0.539

2.
Entry from OMol25: a cluster of 4 separate species, C3H9NO2 in total in a non-equilibrium geometry (ωB97M-V/def2-TZVPD).

## Properties
highest occupied orbital energy: -9.50 eV

Cartesian coordinates (Å):
O1 2.56152 -0.75274 -0.00071
O2 -3.07837 -0.20063 -0.09661
N1 0.60953 0.50923 -0.15536
C1 1.31362 -0.62723 -0.01682
C2 1.22635 1.74889 -0.04271
C3 0.37392 -1.81520 -0.04573
H1 -0.66534 -1.55045 0.05664
H2 -4.14143 0.51501 -0.38223
H3 2.34732 1.52511 0.29533
H4 0.68779 2.45399 0.71773
H5 -0.39408 0.44184 -0.07714
H6 0.67534 -2.67599 0.59819
H7 0.50097 -2.30189 -0.93363
H8 1.13199 2.32517 -0.98452
H9 -3.14914 0.40491 1.06756

Forces on the atoms, in the same order (eV/Å):
-2.629 0.791 0.191
-5.410 6.490 4.315
-0.498 -0.800 0.474
1.507 -1.885 -0.319
1.696 2.949 1.368
0.734 -0.454 2.322
-0.330 -0.042 0.249
4.877 -3.461 0.869
-2.404 0.912 -0.936
1.053 -1.428 -0.895
0.122 -0.028 -0.129
-0.238 1.145 0.331
0.194 -0.873 -2.991
0.675 -0.311 0.291
0.650 -3.008 -5.139

3.
Entry from OMol25: a cluster of 2 separate species, C3H9NO2 in total (ωB97M-V/def2-TZVPD).

## Properties
highest occupied orbital energy: -9.47 eV
SMILES: CNCO.C=O

Cartesian coordinates (Å):
O1 0.78221 2.32752 -3.30128
O2 1.14305 1.01778 1.49940
N1 0.14542 -1.10988 1.40016
C1 0.43724 0.12071 0.67915
C2 -0.05020 2.16616 -2.46368
C3 -0.76346 -1.97140 0.65092
H1 -0.52231 0.54088 0.36227
H2 -0.39148 -2.18759 -0.35406
H3 -0.58364 2.99276 -1.96858
H4 0.62027 1.08836 2.30130
H5 -0.89450 -2.91669 1.18314
H6 -1.76823 -1.55001 0.68760
H7 1.02703 -1.59332 1.56294
H8 -0.26708 1.16253 -2.06058
H9 1.08569 -0.08781 -0.17872

Forces on the atoms, in the same order (eV/Å):
0.207 0.217 -0.498
-0.012 -0.052 -0.266
0.084 0.107 0.032
0.201 -0.513 0.343
0.075 -0.297 0.754
0.031 -0.318 0.790
-0.004 0.002 -0.184
-0.386 0.044 -0.226
-0.108 0.202 -0.165
-0.012 0.078 0.296
0.325 -0.031 -0.063
0.070 0.265 -0.552
-0.213 0.086 0.031
-0.171 -0.114 -0.105
-0.089 0.324 -0.186

4.
Entry from OMol25: a cluster of 2 separate species, C3H9NO2 in total in a non-equilibrium geometry (ωB97M-V/def2-TZVPD).

## Properties
highest occupied orbital energy: -8.67 eV
SMILES: CC(=O)O.CN

Cartesian coordinates (Å):
O1 -0.60989 -1.13533 2.54438
O2 -0.60709 0.43139 0.91408
N1 0.21327 0.85225 -3.96827
C1 1.37601 -0.64765 1.93861
C2 -0.03281 -0.33458 1.65556
C3 -0.45851 0.96548 -2.53452
H1 2.12120 -0.06182 1.42743
H2 1.29473 0.83686 -3.90700
H3 0.01019 1.71353 -1.83905
H4 -1.55060 0.97216 -2.63898
H5 1.70359 -1.64122 1.63673
H6 -0.23556 0.03401 -4.43087
H7 1.23982 -0.82592 2.98217
H8 -1.47067 -1.26720 2.64478
H9 -0.17795 0.00593 -2.12291

Forces on the atoms, in the same order (eV/Å):
4.157 -0.669 0.871
0.767 -0.733 0.653
0.179 0.875 1.435
1.190 -0.461 -1.361
-1.029 0.504 -1.409
2.087 -1.186 -1.542
0.168 1.013 0.771
-2.781 -0.535 -0.118
-0.774 -0.288 -1.201
0.465 0.565 0.040
-0.799 -0.421 -0.472
1.215 0.800 0.554
1.676 0.874 1.073
-6.127 -0.097 -0.138
-0.393 -0.241 0.844

5.
Entry from OMol25: a cluster of 2 separate species, C3H9NO2 in total (ωB97M-V/def2-TZVPD).

## Properties
highest occupied orbital energy: -9.65 eV
SMILES: CC(N)=O.CO

Cartesian coordinates (Å):
O1 0.64966 0.98639 2.31163
O2 0.90712 0.26555 -1.02779
N1 -0.00531 -1.36003 0.17231
C1 0.07301 1.99801 1.45862
C2 -0.31909 -1.35156 -2.27013
C3 0.27813 -0.77552 -1.01986
H1 0.23225 -1.00087 -3.13651
H2 0.60847 2.93413 1.65159
H3 -1.00539 2.13335 1.57744
H4 -1.33214 -0.96845 -2.33814
H5 -0.27457 -2.43630 -2.30676
H6 -0.63896 -2.12774 0.29969
H7 0.21920 0.92130 3.16866
H8 0.31869 1.64004 0.45678
H9 0.28892 -0.85830 1.00248

Forces on the atoms, in the same order (eV/Å):
-0.319 -0.380 -0.071
0.429 0.098 -0.502
-0.050 -0.294 0.300
0.798 -0.249 0.218
0.413 -0.219 -0.193
-0.231 0.538 0.488
0.073 0.251 0.062
-0.310 0.051 -0.115
0.108 -0.131 0.111
-0.261 -0.225 -0.083
-0.360 -0.144 0.204
0.028 -0.063 -0.285
-0.104 0.347 -0.109
-0.253 0.356 0.063
0.041 0.064 -0.087

6.
Entry from OMol25: a cluster of 2 separate species, C3H9NO2 in total in a non-equilibrium geometry (ωB97M-V/def2-TZVPD).

## Properties
highest occupied orbital energy: -9.44 eV
SMILES: NCCC=O.O

Cartesian coordinates (Å):
O1 -3.62235 0.90459 0.68465
O2 -0.32141 0.96345 2.37537
N1 1.52108 -1.16288 -1.53772
C1 0.08029 0.90355 1.25891
C2 1.50612 -0.14937 -0.53618
C3 0.26265 -0.29571 0.37555
H1 1.43199 0.86833 -0.91450
H2 -0.52662 -0.45631 -0.37537
H3 2.02158 -0.93449 -2.37571
H4 0.16703 -1.22228 0.95158
H5 -4.18556 0.61651 -0.02402
H6 2.41786 -0.12642 0.09038
H7 0.51200 1.78541 0.72222
H8 1.54010 -2.09776 -1.21607
H9 -2.80475 0.40340 0.52092

Forces on the atoms, in the same order (eV/Å):
0.903 -0.223 0.176
-0.478 -0.188 0.674
-0.738 1.138 -0.741
1.051 0.285 -1.485
0.151 0.063 1.883
-0.409 -1.110 -0.533
0.033 -0.111 -0.710
-0.335 0.678 0.242
0.246 -0.393 0.036
0.610 0.071 0.165
-0.571 -0.102 -0.468
-0.129 -0.102 -0.044
-0.371 0.364 0.422
0.380 -0.689 0.080
-0.340 0.319 0.303

7.
Entry from OMol25: a cluster of 2 separate species, C3H9NO2 in total in a non-equilibrium geometry (ωB97M-V/def2-TZVPD).

## Properties
highest occupied orbital energy: -9.50 eV
SMILES: CC(N)=O.CO

Cartesian coordinates (Å):
O1 0.42309 -0.34131 1.73561
O2 -1.23826 0.61562 -3.05603
N1 0.51534 1.43971 -2.01911
C1 -0.31645 -0.16432 2.98167
C2 -0.16745 -0.89970 -1.45577
C3 -0.31785 0.38641 -2.29226
H1 0.40848 2.37362 -2.38891
H2 1.11922 -1.00161 1.73459
H3 -0.98757 -0.92068 -0.73359
H4 -0.04228 -1.72223 -2.16069
H5 -1.21675 0.40928 2.73932
H6 -0.45993 -1.13249 3.46186
H7 0.73649 -0.97928 -0.81750
H8 0.45441 0.46434 3.46348
H9 1.08951 1.47263 -1.19267

Forces on the atoms, in the same order (eV/Å):
-1.054 0.049 -1.157
0.069 -1.298 -0.264
1.438 0.102 0.981
2.692 0.368 -1.042
1.213 0.558 -0.129
-0.765 1.715 0.731
-0.696 -0.513 -0.478
-0.208 -0.129 0.701
-0.188 -0.457 -0.588
-0.846 -0.183 0.187
0.183 -0.429 0.186
-0.381 0.316 0.197
-0.305 0.668 -0.496
-1.214 -0.155 1.150
0.063 -0.611 0.021

8.
Entry from OMol25: a cluster of 2 separate species, C3H9NO2 in total in a non-equilibrium geometry (ωB97M-V/def2-TZVPD).

## Properties
highest occupied orbital energy: -9.64 eV
SMILES: CC(=O)O.CN

Cartesian coordinates (Å):
O1 -0.40590 -3.01973 0.37351
O2 -0.69737 -0.83214 0.74669
N1 1.41215 1.46192 0.86289
C1 -0.45973 -1.46759 -1.48751
C2 -0.38367 -1.90062 -0.05720
C3 0.12403 2.11402 0.43221
H1 0.52581 2.84897 -0.27505
H2 -1.51323 -1.60158 -1.73447
H3 0.23858 -1.95511 -2.16397
H4 -0.51403 -1.04464 1.64866
H5 -0.22274 -0.40499 -1.56877
H6 -0.64065 1.50640 -0.03449
H7 -0.25328 2.60948 1.32428
H8 1.56106 0.70960 0.20038
H9 1.22897 0.97601 1.73285

Forces on the atoms, in the same order (eV/Å):
0.953 0.037 -0.208
0.651 0.303 -1.298
-1.228 -0.520 -0.216
0.646 0.738 -0.076
-1.822 -0.002 0.630
2.016 0.773 0.263
-0.882 0.227 0.017
0.148 -0.139 -0.433
-0.377 -0.562 0.147
-0.077 -0.603 1.129
-0.228 -0.011 0.122
-0.006 -0.344 0.094
-0.313 0.224 -0.261
0.398 -0.069 -0.040
0.122 -0.052 0.130

9.
Entry from OMol25: a cluster of 2 separate species, C3H9NO2 in total in a non-equilibrium geometry (ωB97M-V/def2-TZVPD).

## Properties
highest occupied orbital energy: -9.46 eV
SMILES: NCCC=O.O

Cartesian coordinates (Å):
O1 -1.14871 -0.25157 -1.88140
O2 -0.85603 4.46112 -1.75907
N1 0.46912 -1.45971 2.35091
C1 -0.40041 -1.44498 0.06490
C2 -0.25419 -0.77961 -1.27426
C3 0.74044 -1.01870 0.99434
H1 1.68674 -1.39732 0.60240
H2 0.77767 -0.77412 -1.70223
H3 -1.55072 4.90985 -2.26849
H4 0.73373 0.06341 0.98477
H5 -0.51649 -2.52087 -0.10829
H6 -0.03616 4.91318 -1.97008
H7 1.20619 -1.13247 2.98661
H8 -1.33202 -1.10188 0.53524
H9 0.48084 -2.46633 2.44465

Forces on the atoms, in the same order (eV/Å):
0.075 -0.118 0.054
-0.429 0.105 -0.133
0.519 0.268 0.858
-0.522 0.533 0.285
0.008 0.140 -0.258
-0.391 -0.920 -0.298
0.231 0.180 -0.103
-0.147 -0.059 0.083
0.437 -0.198 0.230
0.290 0.309 0.063
0.388 -0.037 0.199
0.003 0.099 -0.089
-0.458 -0.049 -0.354
0.079 -0.117 -0.293
-0.082 -0.136 -0.244

10.
Entry from OMol25: a cluster of 2 separate species, C3H9NO2 in total in a non-equilibrium geometry (ωB97M-V/def2-TZVPD).

## Properties
highest occupied orbital energy: -9.70 eV
SMILES: CC(=O)O.CN

Cartesian coordinates (Å):
O1 0.12190 0.06744 -0.30457
O2 0.29838 -2.05387 -1.11104
N1 1.14052 1.71418 1.53700
C1 -1.36468 -0.56955 -2.02742
C2 0.07073 1.10474 2.38808
C3 -0.24216 -0.94935 -1.12117
H1 0.48304 0.65822 0.42660
H2 -1.85483 -1.42814 -2.48145
H3 2.01691 1.43593 1.96694
H4 1.03281 2.72590 1.58289
H5 0.10086 0.02305 2.35500
H6 -0.99158 0.13717 -2.76262
H7 -2.07521 0.01338 -1.46030
H8 0.10102 1.51068 3.43684
H9 -0.94228 1.30099 2.06505

Forces on the atoms, in the same order (eV/Å):
-1.080 -0.174 -1.283
-0.970 2.006 -0.025
-1.352 -0.780 0.601
-0.201 0.351 0.053
-0.059 0.893 1.550
1.826 -1.415 1.507
0.828 -0.433 -0.648
0.272 0.050 -0.043
0.071 0.300 -0.304
0.282 -0.305 -0.193
0.547 -0.190 0.279
0.132 -0.138 -0.343
-0.357 0.023 0.238
0.129 -0.745 -0.747
-0.070 0.555 -0.643

11.
Entry from OMol25: a cluster of 3 separate species, C3H9NO2 in total in a non-equilibrium geometry (ωB97M-V/def2-TZVPD).

## Properties
highest occupied orbital energy: -9.58 eV

Cartesian coordinates (Å):
O1 2.26518 -1.24718 1.23219
O2 0.55124 0.18115 1.17303
N1 -0.44005 2.62102 -0.46461
C1 1.21424 -0.80763 1.66362
C2 -0.87762 -0.26543 -0.40245
C3 -0.00700 -1.32781 -0.94856
H1 0.99721 -0.93938 -0.76689
H2 -1.37287 0.39795 -1.07290
H3 0.71316 -1.32319 2.51586
H4 -1.32206 -0.31234 0.57941
H5 -0.20371 -2.19506 -0.31884
H6 -0.24166 -1.46206 -2.01091
H7 0.37783 2.13875 -0.83038
H8 -0.35467 2.28060 0.49417
H9 -1.29922 2.26061 -0.84274

Forces on the atoms, in the same order (eV/Å):
0.040 0.075 -0.049
-0.871 1.329 -0.644
0.877 -0.126 0.916
-0.157 -0.769 -0.130
0.781 -1.340 1.406
-1.541 0.681 0.201
0.403 -0.481 -0.311
0.440 0.845 -0.300
0.213 0.183 0.054
-0.325 -0.475 -0.241
0.552 -0.304 -0.298
0.349 -0.201 0.242
-0.263 0.143 -0.772
-0.507 0.366 0.163
0.008 0.074 -0.238

12.
Entry from OMol25: a cluster of 3 separate species, C3H9NO2 in total in a non-equilibrium geometry (ωB97M-V/def2-TZVPD).

## Properties
highest occupied orbital energy: -9.90 eV

Cartesian coordinates (Å):
O1 4.77949 -0.74542 0.48549
O2 -1.47664 -1.17593 -0.47415
N1 -3.42339 -1.03456 0.62860
C1 -2.34026 -0.43283 0.03683
C2 -2.31945 1.14698 0.06404
C3 3.79475 0.03045 -0.13243
H1 5.51430 -0.66652 -0.34482
H2 -4.23941 -1.90610 -0.31475
H3 4.28907 0.87085 -0.53307
H4 -1.13266 1.39743 -0.00169
H5 3.21045 -0.59887 -0.79877
H6 -4.37522 -0.33496 0.30992
H7 -2.90642 1.51326 -0.84182
H8 3.26569 0.50387 0.77546
H9 -2.64031 1.43235 1.14114

Forces on the atoms, in the same order (eV/Å):
4.480 -0.371 -3.882
-1.415 2.566 1.182
-8.815 0.054 -3.805
2.509 -1.421 -2.735
2.745 -1.090 1.039
-1.413 0.769 3.079
-2.372 -1.112 3.999
3.685 2.105 2.937
0.060 1.073 -1.397
-3.058 -0.288 -0.155
-0.494 0.569 -0.129
3.593 -1.781 2.139
0.714 -0.164 1.582
-0.268 -0.930 -1.667
0.048 0.021 -2.186

13.
Entry from OMol25: a cluster of 2 separate species, C3H9NO2 in total in a non-equilibrium geometry (ωB97M-V/def2-TZVPD).

## Properties
highest occupied orbital energy (alpha / beta): -13.72 / -13.72 eV
total charge: +1
spin multiplicity: 2

Cartesian coordinates (Å):
O1 -0.00368 -1.47402 0.22239
O2 0.38745 0.10706 -5.17459
N1 1.32834 0.15567 1.06327
C1 -1.00410 1.40058 2.26310
C2 -0.99756 -0.05115 1.80674
C3 0.16365 -0.40348 0.83146
H1 2.11261 -0.32290 0.60246
H2 1.20804 -0.17104 -5.59034
H3 -0.26566 2.08067 1.81663
H4 -1.93210 -0.30091 1.24641
H5 -0.29015 -0.56060 -5.33568
H6 -1.03074 -0.73532 2.66137
H7 1.59088 0.57803 1.94196
H8 -2.01886 1.72133 2.12943
H9 -0.80076 1.52299 3.33420

Forces on the atoms, in the same order (eV/Å):
-0.092 0.671 -0.983
-0.182 0.182 0.364
1.325 -1.176 -1.590
0.577 0.429 0.767
-1.522 -0.138 -1.100
0.006 -0.878 3.585
-0.195 0.522 0.137
-0.205 -0.224 -0.139
-0.553 -0.230 -0.467
0.688 0.320 0.363
0.388 0.028 -0.198
0.685 -0.246 -0.368
-0.642 0.531 0.031
-0.267 0.729 -0.302
-0.012 -0.519 -0.102

14.
Entry from OMol25: a cluster of 2 separate species, C3H9NO2S in total in a non-equilibrium geometry (ωB97M-V/def2-TZVPD).

## Properties
highest occupied orbital energy: 0.43 eV
total charge: -2

Cartesian coordinates (Å):
S1 3.60024 -1.54394 -1.53269
O1 -2.86430 2.50284 0.85702
O2 -1.19210 0.81203 0.22129
N1 0.18025 -1.04108 0.57507
C1 -1.23427 -0.49128 0.65126
C2 2.41645 -0.50264 -0.69429
C3 0.84425 -0.72831 -0.73435
H1 -3.00775 3.01488 0.05839
H2 -2.11014 1.67982 0.61508
H3 -1.79409 -1.17543 0.02566
H4 0.45784 0.17890 -1.25356
H5 0.66867 -0.75904 1.40840
H6 -1.76669 -0.42882 1.60222
H7 2.69274 0.55686 -0.88378
H8 2.63431 -0.52641 0.40269
H9 0.47459 -1.54835 -1.31841

Forces on the atoms, in the same order (eV/Å):
0.285 -0.664 -0.640
-0.142 -0.046 0.389
-0.916 0.448 -0.236
-0.984 -0.214 0.675
1.783 1.743 -1.159
-0.695 0.518 2.212
0.191 0.911 0.033
0.160 -0.169 -0.107
0.035 0.061 -0.337
-0.635 -0.338 -0.693
-0.203 -0.401 0.888
0.502 0.586 -0.232
0.671 -1.078 0.958
-0.714 -0.386 -0.408
-0.022 -0.315 -0.434
0.685 -0.658 -0.910

15.
Entry from OMol25: a cluster of 2 separate species, C3H9NO2S in total in a non-equilibrium geometry (ωB97M-V/def2-TZVPD).

## Properties
highest occupied orbital energy: -9.20 eV
SMILES: NCCS.O=CO

Cartesian coordinates (Å):
S1 -2.14146 -0.49736 -0.54170
O1 -0.43045 -2.59663 2.29728
O2 1.65000 -1.71819 2.12948
N1 1.05544 1.97196 -0.73550
C1 0.15602 0.79861 -0.46687
C2 -1.26021 1.04724 -0.91953
C3 0.49099 -2.24291 1.59715
H1 0.42612 -2.17857 0.49286
H2 -1.27000 1.32955 -1.98641
H3 -1.70110 1.88552 -0.36169
H4 1.57710 2.36256 0.08840
H5 0.11357 0.43883 0.60297
H6 -3.25105 -0.25893 -1.27254
H7 1.80862 1.59111 -1.28613
H8 2.33963 -1.85160 1.48425
H9 0.43679 -0.08119 -1.12202

Forces on the atoms, in the same order (eV/Å):
-0.441 0.122 -0.371
1.614 0.532 -1.151
-1.153 -0.787 -0.066
0.419 -0.573 1.042
0.576 -0.604 0.029
-0.471 0.997 0.030
-1.224 0.285 1.408
0.210 -0.307 0.245
-0.080 -0.395 0.401
0.058 -0.255 -0.115
-1.242 -0.725 -0.710
0.396 0.518 -0.952
0.242 -0.052 0.164
0.186 0.186 -0.414
0.533 0.242 -0.439
0.375 0.817 0.899